Computed, not measured: an isolated molecule of C5H6N2, with wB97M-V/def2-TZVPD.

Structure (XYZ):
```
13
Properties=species:S:1:pos:R:3:forces:R:3
C -1.4704 -0.6584 0.8823 -0.4 -0.1 -0.2
N -2.2309 -1.1557 0.0171 0.2 0.4 0.1
C -0.7201 -1.1135 -0.2537 0.3 0.0 -0.1
C -0.0830 -0.0162 -1.0823 0.0 0.0 0.0
C 1.1578 0.4537 -0.3053 0.2 -0.1 -0.4
C 1.1386 1.3515 0.8315 0.1 -0.3 0.2
N 1.1993 0.1539 1.1942 0.2 0.6 0.0
H -1.4770 -0.0150 1.7517 -0.3 -0.4 0.2
H -0.1921 -2.0678 -0.2301 -0.2 0.2 0.1
H -0.8158 0.7900 -1.2227 0.2 -0.1 0.1
H 0.2260 -0.3478 -2.0799 0.0 0.0 0.2
H 2.1152 0.2933 -0.7959 -0.1 0.0 -0.1
H 1.1525 2.3320 1.2933 -0.2 -0.1 -0.1
```
Forces are in eV/Å.

Properties
SMILES string = C1=N[C@H]1C[C@H]1C=N1
Calculated total energy = -303.4731 Ha
HOMO level = -0.3579 Eh
E_LUMO = 0.947 eV
Net charge = 0
Relative energy (zero: lowest compared OMol25 entry of this formula, charge and spin) = 4.434 eV

Computed, not measured: an isolated molecule of C5H6N2, with wB97M-V/def2-TZVPD.

Structure (XYZ):
```
13
Properties=species:S:1:pos:R:3:forces:R:3
N 2.3321 0.7809 1.7659 -0.5 -0.1 -1.0
C 1.7664 0.6230 0.7691 0.4 -0.1 0.7
C 1.0448 0.4307 -0.5056 0.6 -0.1 0.2
C 0.1865 -0.7424 -0.8339 0.0 0.6 -0.1
C -1.0015 -1.0165 0.0128 -0.3 0.9 0.2
C -0.9841 0.6697 0.5085 -0.2 -1.8 -0.1
N -0.2521 0.9942 -0.6785 0.5 -0.4 -0.5
H 1.6814 0.7054 -1.3569 0.0 -0.3 0.4
H 0.6168 -1.4589 -1.5770 -0.9 0.9 0.1
H -1.9851 -0.8431 -0.4325 0.5 -0.6 -0.7
H -1.0157 -2.0739 0.3981 0.0 1.3 0.7
H -1.9396 1.2114 0.4714 0.2 -0.8 0.4
H -0.4498 0.7195 1.4587 -0.1 0.5 -0.1
```
Forces are in eV/Å.

Properties
SMILES string = N#C[C@H]1[C@H]2CCN21
Calculated total energy = -303.4751 Ha
HOMO level = -0.3581 Eh
E_LUMO = 0.478 eV
Net charge = 0
Relative energy (zero: lowest compared OMol25 entry of this formula, charge and spin) = 4.380 eV

Computed, not measured: an isolated molecule of C5H6N2, with wB97M-V/def2-TZVPD.

Structure (XYZ):
```
13
Properties=species:S:1:pos:R:3:forces:R:3
C 0.7901 -0.1119 -0.8936 0.1 0.1 -0.1
C 1.5134 -0.6589 0.3681 0.1 -0.1 0.0
C 0.2276 -0.6175 1.0717 -0.2 0.5 0.1
N -0.4395 0.3394 1.4918 0.3 -0.5 -0.3
C -1.4792 0.8156 0.7986 -0.1 0.0 -0.1
C -1.5820 0.2098 -0.4705 0.0 0.0 0.1
N -0.6204 -0.5503 -0.9586 -0.2 0.2 0.1
H 1.2818 -0.4649 -1.8040 -0.1 0.0 0.2
H 0.8504 0.9834 -0.8514 0.0 -0.2 0.0
H 1.8908 -1.6724 0.2285 -0.1 0.2 0.0
H 2.2924 0.0068 0.7561 -0.1 -0.1 0.0
H -2.1859 1.4934 1.2595 0.1 -0.1 -0.1
H -2.5394 0.2276 -0.9963 0.1 0.0 0.1
```
Forces are in eV/Å.

Properties
Calculated total energy = -303.5020 Ha
HOMO level = -0.3149 Eh
E_LUMO = 0.536 eV
Net charge = 0
Relative energy (zero: lowest compared OMol25 entry of this formula, charge and spin) = 3.648 eV

Computed, not measured: an isolated molecule of C5H6N2O, with wB97M-V/def2-TZVPD.

Structure (XYZ):
```
14
Properties=species:S:1:pos:R:3:forces:R:3
C 1.4199 -0.5831 1.7848 0.1 -0.3 -0.8
C 0.7290 -0.2144 0.4542 0.1 -1.7 1.1
C 1.0265 -1.0206 -0.6226 0.1 1.0 -2.3
N 0.4491 -0.8472 -1.8744 2.1 -1.8 0.9
C -0.4656 0.6248 0.6204 2.0 -0.8 0.5
O -0.7745 1.1017 1.6924 -0.5 0.3 -0.4
C -1.2449 0.7846 -0.6040 -2.8 0.2 -2.4
N -1.8493 0.6894 -1.6075 1.2 0.8 2.7
H 0.7261 -1.2575 2.3843 1.2 0.9 -0.5
H 2.4370 -1.0309 1.5677 -1.3 0.1 0.3
H 1.6383 0.3463 2.3006 -0.2 -0.1 0.5
H 1.8953 -1.7491 -0.6291 -1.3 0.9 0.4
H 0.8098 -1.3935 -2.6827 -0.8 0.9 1.2
H -0.2975 -0.1729 -1.9038 0.2 -0.5 -1.2
```
Forces are in eV/Å.

Properties
SMILES string = C/C(=C/N)C(=O)C#N
Calculated total energy = -378.8213 Ha
HOMO level = -0.3222 Eh
E_LUMO = -0.436 eV
Net charge = 0
Relative energy (zero: lowest compared OMol25 entry of this formula, charge and spin) = 1.350 eV

Computed, not measured: a structure of composition C5H6N2O, with wB97M-V/def2-TZVPD.

Structure (XYZ):
```
14
Properties=species:S:1:pos:R:3:forces:R:3
C -1.6162 0.6950 0.8487 -2.3 1.3 3.0
C -0.5684 0.1509 -0.1027 2.9 -2.2 0.8
C 0.1199 -1.0870 0.2619 -2.3 1.5 1.8
C 0.0397 1.1274 -1.0664 -1.9 2.5 3.6
C 1.4668 1.0546 -1.3982 10.8 -9.5 -0.9
H -2.3903 1.4952 0.3011 1.9 -2.7 1.6
H -2.0775 -0.1942 1.4898 0.2 1.6 -2.1
H -1.3362 1.3248 2.0412 0.2 -1.3 -4.0
H -0.3234 -1.8225 1.0896 0.3 2.1 -1.7
H 1.4302 -2.5397 0.1595 0.3 1.8 -0.2
H 1.7869 -1.2077 -1.1244 -1.3 -0.9 4.5
N 1.3801 -1.4883 0.0199 0.9 -2.1 -4.9
N 2.5919 0.2474 -1.4296 -10.4 9.0 -0.1
O -0.5037 2.2440 -1.0903 0.7 -1.1 -1.3
```
Forces are in eV/Å.

Properties
Calculated total energy = -378.6199 Ha
HOMO level = -0.3148 Eh
E_LUMO = -1.196 eV
Net charge = 0
Relative energy (zero: lowest compared OMol25 entry of this formula, charge and spin) = 6.833 eV

Computed, not measured: an isolated molecule of C5H6N2O, with wB97M-V/def2-TZVPD.

Structure (XYZ):
```
14
Properties=species:S:1:pos:R:3:forces:R:3
N 3.1938 -0.9396 0.1774 1.7 -1.5 -0.3
C 2.2197 -0.3617 0.2085 -0.1 1.5 0.3
C 1.1122 0.4901 0.4227 -1.3 -0.3 -2.2
C 0.5694 1.4457 -0.5998 -0.1 -2.1 -2.3
C -0.0990 0.0593 -0.4673 1.6 -0.5 -0.8
C -1.4093 -0.1094 0.2488 1.0 1.0 0.2
N -1.8056 -1.3854 0.3201 -5.4 2.1 3.5
O -1.9333 0.8429 0.8091 -0.1 -0.7 -0.3
H 0.9932 0.7355 1.4211 -0.7 0.4 1.8
H -0.0373 2.2988 -0.3343 0.3 0.0 0.3
H 1.0279 1.3958 -1.6206 0.0 0.9 1.3
H 0.3007 -0.7259 -1.2798 -1.4 1.8 2.0
H -1.3947 -2.0989 -0.0967 2.6 -3.5 -2.4
H -2.7376 -1.6472 0.7907 2.2 1.0 -1.0
```
Forces are in eV/Å.

Properties
SMILES string = N#C[C@H]1C[C@@H]1C(N)=O
Calculated total energy = -378.8308 Ha
HOMO level = -0.3783 Eh
E_LUMO = 0.684 eV
Net charge = 0
Relative energy (zero: lowest compared OMol25 entry of this formula, charge and spin) = 1.092 eV

Computed, not measured: an isolated molecule of C5H6N2O, with wB97M-V/def2-TZVPD.

Structure (XYZ):
```
14
Properties=species:S:1:pos:R:3:forces:R:3
O -0.0215 1.8715 -1.9680 0.9 -2.0 0.0
C 0.1344 0.9502 -1.1793 -2.0 3.3 2.0
C 0.0773 -0.5115 -1.1902 2.1 -3.4 -0.3
N -1.1581 -1.1994 -0.8169 -0.5 0.6 -0.2
C -0.1550 -1.0534 0.2406 -0.1 -3.1 -3.1
C -0.3732 0.0718 1.1863 -1.5 -0.6 -1.0
N 0.9366 0.4259 1.2264 5.8 4.3 3.5
C 0.0359 1.3040 0.3344 1.1 0.1 1.7
H 0.8516 -1.1864 -1.7435 -1.4 1.8 0.6
H -1.2461 -2.0755 -1.3304 0.2 0.1 0.6
H 0.5729 -1.9576 0.4056 -1.7 1.9 0.5
H -1.1480 0.0094 1.9549 0.4 0.4 -0.1
H 1.4986 0.9809 2.1309 -2.9 -1.7 -3.2
H -0.0052 2.3700 0.7492 -0.5 -1.7 -1.0
```
Forces are in eV/Å.

Properties
SMILES string = O=C1[C@@H]2N[C@@H]2[C@H]2N[C@@H]12
Calculated total energy = -378.7106 Ha
HOMO level = -0.3292 Eh
E_LUMO = 0.782 eV
Net charge = 0
Relative energy (zero: lowest compared OMol25 entry of this formula, charge and spin) = 4.362 eV

Computed, not measured: an isolated molecule of C5H6N2O, with wB97M-V/def2-TZVPD.

Structure (XYZ):
```
14
Properties=species:S:1:pos:R:3:forces:R:3
H 2.6889 -0.3580 -1.1189 0.7 -0.6 -0.4
N 1.9822 0.3063 -1.3607 -1.0 1.1 1.1
C 1.0370 0.1061 -0.5055 1.6 -4.3 0.5
C 0.9337 -1.1512 0.3037 0.6 0.6 -0.9
C 0.8849 -2.2395 0.8185 -0.2 -0.7 2.9
N 0.0073 0.8745 -0.2688 0.2 3.1 -2.2
O -0.0666 1.9753 -1.1632 4.7 0.9 -0.4
C -1.2806 0.7062 0.0534 -1.2 -0.3 1.4
C -1.8947 -0.2874 0.6726 -2.4 2.4 1.3
H 0.7916 -2.9139 1.7493 0.2 1.0 -2.5
H 0.9703 2.1585 -1.2909 -2.9 -0.3 -0.1
H -1.6619 1.7111 -0.1838 -1.2 -1.1 0.3
H -2.8615 0.1811 1.0031 0.4 -1.4 -0.4
H -1.5308 -1.0691 1.2913 0.5 -0.7 -0.4
```
Forces are in eV/Å.

Properties
SMILES string = [H]/N=C(\C#C)N(O)C=C
Calculated total energy = -378.6582 Ha
HOMO level = -0.3228 Eh
E_LUMO = 0.468 eV
Net charge = 0
Relative energy (zero: lowest compared OMol25 entry of this formula, charge and spin) = 5.790 eV

Computed, not measured: a cluster of 2 separate species, C5H6N2O in total, with wB97M-V/def2-TZVPD.

Structure (XYZ):
```
14
Properties=species:S:1:pos:R:3:forces:R:3
C -0.0640 -1.8634 0.3887 -3.3 -2.8 2.0
C -0.1540 -0.3399 0.3459 -0.7 -1.1 -0.2
C -1.1993 0.6493 0.3537 -5.0 -3.2 2.6
C -0.7616 1.8657 0.0046 -3.6 1.8 -2.0
C 0.8009 0.3996 -0.1888 5.7 1.6 -2.2
H 0.4407 -2.3888 -0.5186 -0.9 1.3 2.1
H -1.2551 -2.0783 0.3396 2.7 -0.3 0.1
H 0.2576 -2.6156 1.6018 -0.7 2.9 -3.8
H -2.3803 0.3928 0.5602 3.3 0.8 -0.2
H -1.5984 2.6905 -0.2038 2.8 -1.4 0.4
H 1.1224 2.6431 -0.6237 -1.8 -4.4 0.1
N 0.4613 1.6672 -0.5622 1.7 5.9 1.2
N 2.1391 0.1349 -0.5901 -1.2 -6.6 -1.4
O 2.1906 -1.1571 -0.9073 1.1 5.7 1.4
```
Forces are in eV/Å.

Properties
Calculated total energy = -378.6338 Ha
HOMO level = -0.3333 Eh
E_LUMO = -0.952 eV
Net charge = 0
Relative energy (zero: lowest compared OMol25 entry of this formula, charge and spin) = 6.453 eV

Computed, not measured: a structure of composition C5H6N2O, with wB97M-V/def2-TZVPD.

Structure (XYZ):
```
14
Properties=species:S:1:pos:R:3:forces:R:3
C -2.1643 -0.5440 0.0285 -0.5 -1.8 -1.8
C -1.1385 0.3058 0.1460 1.9 2.2 1.9
C 0.4078 -0.0420 0.0449 -3.0 0.6 0.5
C 1.1544 -1.1846 -0.0057 -0.8 -2.1 0.9
C 2.4548 0.2815 -0.2686 7.6 4.8 0.6
H -3.3179 0.8852 0.0387 -1.9 -4.1 -2.3
H -1.9229 -1.6613 0.0555 -0.8 1.6 -0.6
H -1.3337 1.4386 0.6119 0.4 -2.7 -2.0
H 0.8454 -2.1713 0.3320 -0.3 0.2 -0.6
H 3.4127 0.8647 -0.1009 -1.0 -0.4 -1.1
H 1.2322 2.0053 -0.1924 0.2 -1.5 0.1
N 2.5305 -0.9773 -0.1991 -3.2 -1.0 0.3
N 1.3561 0.9776 -0.1025 -2.7 0.1 -0.2
O -3.5166 -0.1781 -0.3881 4.2 4.3 4.2
```
Forces are in eV/Å.

Properties
Calculated total energy = -378.7494 Ha
HOMO level = -0.3073 Eh
E_LUMO = 0.584 eV
Net charge = 0
Relative energy (zero: lowest compared OMol25 entry of this formula, charge and spin) = 3.307 eV

Computed, not measured: an isolated molecule of C5H6N2O, with wB97M-V/def2-TZVPD.

Structure (XYZ):
```
14
Properties=species:S:1:pos:R:3:forces:R:3
C 1.4234 -0.8118 0.7577 0.6 2.1 1.6
N 0.6886 -0.5977 -0.5646 -0.8 -6.0 -0.1
C -0.5615 0.0443 -0.5898 0.3 0.7 -1.8
C -1.4851 -0.0250 -1.9451 1.1 -5.6 -0.1
O -1.3933 -1.1747 -2.5624 -1.0 6.7 2.5
C -0.8711 0.9368 0.3330 0.1 3.8 1.0
C 0.1057 1.3312 1.4141 -5.5 -1.6 -5.6
N 0.5399 1.5046 2.4179 2.7 1.8 5.5
H 2.4451 -1.3116 0.8525 -1.5 0.2 -1.5
H 1.6265 0.2376 1.0335 0.8 -1.1 -0.1
H 0.8870 -1.1405 1.7059 -0.2 -0.1 -1.7
H 0.4907 -1.6534 -0.8647 0.5 3.0 -0.1
H -2.2459 0.8899 -2.1516 1.8 -2.2 0.2
H -1.6500 1.7702 0.1633 1.1 -1.8 0.3
```
Forces are in eV/Å.

Properties
SMILES string = CN/C(C=O)=C\C#N
Calculated total energy = -378.7275 Ha
HOMO level = -0.3500 Eh
E_LUMO = -0.790 eV
Net charge = 0
Relative energy (zero: lowest compared OMol25 entry of this formula, charge and spin) = 3.903 eV

Computed, not measured: a structure of composition C5H6N2O, with wB97M-V/def2-TZVPD.

Structure (XYZ):
```
14
Properties=species:S:1:pos:R:3:forces:R:3
C 0.9552 -0.8291 0.2528 0.8 -2.0 -1.6
C 0.7841 1.6925 -0.0051 -1.5 -3.8 0.7
C -0.7110 0.2026 -0.4272 -0.8 -0.1 -1.7
C -1.8179 -0.8256 -0.2345 1.1 -1.8 2.7
C -0.4982 -0.7456 0.7441 1.2 2.0 0.2
H 2.4803 0.0662 -0.5381 -3.2 2.2 3.1
H 1.1586 2.6184 0.1433 2.2 2.5 0.4
H 0.1319 0.0021 -1.1694 -2.6 -0.6 -0.3
H -2.0636 -1.8717 -0.7204 1.0 2.7 0.2
H -2.5404 -0.6753 0.6070 0.1 0.6 -1.4
H -0.5624 -0.0506 1.7111 -0.2 -2.0 -1.9
N 1.4910 0.4686 0.2441 5.7 -0.2 -2.5
N -0.4586 1.6397 -0.2476 -1.4 -1.1 -0.3
O 1.6509 -1.6921 -0.3601 -2.3 1.7 2.3
```
Forces are in eV/Å.

Properties
Calculated total energy = -378.6610 Ha
HOMO level = -0.3586 Eh
E_LUMO = 0.620 eV
Net charge = 0
Relative energy (zero: lowest compared OMol25 entry of this formula, charge and spin) = 5.712 eV

- Look up the E_LUMO of the fifth one.
  -1.196 eV